Record 1
DFT (ωB97M-V/def2-TZVPD) results for a structure of composition C35H53BN5O2Re in a non-equilibrium geometry.

Frontier orbital gap (alpha / beta) = 0.1967 / 0.1676 Eh
E_tot = -51479.0958 eV
LUMO energy (alpha / beta) = -0.3896 / -0.4177 Eh
HOMO (alpha / beta) = -15.95 / -15.93 eV
Molar mass = 772.9 g/mol

ORCA input file:
```
! RIJCOSX wB97M-V def2-TZVPD def2/J DEFGRID3
* xyz 3 2
Re 1.607 0.211 -0.764
C 5.141 -0.551 -0.957
O 4.036 0.336 -1.096
C 4.439 1.687 -1.278
C 3.290 2.465 -1.900
O 2.128 2.382 -1.064
C 1.277 3.513 -1.234
H 5.746 -0.554 -1.867
H 4.732 -1.546 -0.786
H 5.771 -0.251 -0.114
H 5.308 1.739 -1.941
H 4.724 2.116 -0.306
H 3.067 2.077 -2.904
H 3.596 3.512 -2.000
H 1.843 4.434 -1.069
H 0.481 3.442 -0.496
H 0.852 3.532 -2.241
C -3.014 -4.396 0.139
C -1.705 -3.587 0.129
C -0.664 -4.274 1.018
C -1.203 -3.425 -1.284
C -0.837 -4.579 -1.977
C -0.354 -4.523 -3.268
C -0.270 -3.296 -3.903
C -0.616 -2.109 -3.256
C -0.546 -0.856 -4.104
C -1.690 0.127 -3.898
C 0.820 -0.185 -3.999
C -1.067 -2.170 -1.929
N -1.399 -1.009 -1.189
B -0.527 0.014 -0.582
N -1.453 0.731 0.292
C -2.671 0.153 0.226
C -2.639 -0.894 -0.668
C -1.231 1.817 1.190
C -0.654 1.525 2.443
C -0.526 2.562 3.372
C -0.896 3.856 3.063
C -1.488 4.116 1.846
C -1.708 3.108 0.902
C -2.603 3.502 -0.256
C -2.145 3.107 -1.660
C -4.034 3.011 0.022
C -0.470 0.087 2.884
C -1.642 -0.196 3.839
C 1.897 -0.804 2.381
H -3.439 -4.386 1.140
H -2.839 -5.430 -0.139
H -3.746 -3.981 -0.548
H -1.925 -2.610 0.572
H -0.424 -5.266 0.648
H -1.063 -4.390 2.022
H 0.253 -3.689 1.063
H -0.956 -5.540 -1.503
H -0.082 -5.425 -3.793
H 0.028 -3.266 -4.940
H -0.621 -1.201 -5.145
H -1.541 0.726 -3.006
H -2.638 -0.397 -3.821
H -1.754 0.800 -4.750
H 0.986 0.173 -2.948
H 0.871 0.680 -4.658
H 1.618 -0.880 -4.251
H -3.491 0.465 0.843
H -3.458 -1.527 -0.957
H -0.184 2.356 4.373
H -0.774 4.645 3.790
H -1.844 5.114 1.643
H -2.649 4.595 -0.233
H -1.595 2.170 -1.659
H -1.511 3.879 -2.091
H -3.013 3.001 -2.305
H -4.177 2.005 -0.364
H -4.748 3.659 -0.478
H -4.250 3.032 1.087
H -0.589 -0.569 2.017
H -1.559 0.359 4.768
H -1.732 -1.255 4.059
H -2.567 0.117 3.360
H 2.783 -1.209 2.883
H 3.254 -0.045 1.065
H 1.422 -1.618 1.828
N 1.943 -2.891 -0.895
C 1.688 -1.752 -0.821
H 2.039 -3.854 -1.138
C 0.831 -1.418 4.524
C 0.940 -0.300 3.487
N 2.333 0.238 1.423
C 2.467 1.511 2.018
C 2.169 1.746 3.325
N 1.593 0.825 4.099
H 0.407 -2.315 4.082
H 0.212 -1.124 5.365
H 1.818 -1.664 4.915
H 2.920 2.285 1.418
H 2.446 2.685 3.779
H 1.450 0.985 5.086
*
```

Results of the Löwdin charge analysis, in e, for atoms 1 through 6: atom 1 (Re): 1.298, atom 2 (C): -0.040, atom 3 (O): -0.327, atom 4 (C): -0.161, atom 5 (C): -0.153, atom 6 (O): -0.362

Record 2
DFT (ωB97M-V/def2-TZVPD) results for a cluster of 3 separate species, C35H53F4N2O8PS in total in a non-equilibrium geometry.

SMILES = C#CCC1=C([PH2]=O)C(=O)c2c(c(CSCC)c(C=C)c(COCCOCCOCC)c2C(F)(F)C(F)F)C1=O.COC[C@@H](C)N.COC[C@@H](C)N
Frontier orbital gap = 0.2699 Eh
E_tot = -87501.5876 eV
LUMO energy = -0.0548 Eh
HOMO = -8.83 eV
Molar mass = 768.8 g/mol

ORCA input file:
```
! RIJCOSX wB97M-V def2-TZVPD def2/J DEFGRID3
* xyz 0 1
C -0.849 -4.433 -2.818
C -0.348 -3.342 -2.964
C 0.647 -2.219 -3.143
C 0.915 -1.412 -1.858
C 1.379 -1.955 -0.729
P 1.776 -3.744 -0.509
O 2.809 -4.118 -1.521
C 1.634 -0.996 0.452
O 2.590 -1.212 1.156
C 0.683 0.195 0.616
C 0.216 0.757 -0.608
C -0.651 1.873 -0.643
C -1.210 2.489 -1.941
S -0.051 3.660 -2.737
C -0.441 5.383 -2.260
C -1.952 5.774 -2.344
C -1.007 2.431 0.630
C -1.932 3.647 0.602
C -1.515 4.888 0.835
C -0.543 1.863 1.852
C -0.994 2.565 3.154
O -2.009 1.833 3.859
C -2.965 1.234 2.992
C -4.236 0.920 3.865
O -5.384 0.851 3.028
C -5.598 -0.458 2.504
C -7.148 -0.602 2.282
O -7.352 -1.378 1.108
C -8.339 -0.835 0.227
C -7.842 -1.109 -1.242
C 0.301 0.712 1.882
C 0.803 0.042 3.159
F 0.804 -1.331 3.075
F 0.106 0.331 4.285
C 2.319 0.449 3.448
F 2.912 -0.645 4.039
F 2.385 1.441 4.378
C 0.644 0.108 -1.944
O 0.774 0.717 -2.973
H -1.215 -5.420 -2.562
H 1.589 -2.565 -3.613
H 0.186 -1.532 -3.888
H 0.633 -4.559 -0.668
H 2.279 -3.893 0.807
H -2.236 2.884 -1.814
H -1.309 1.644 -2.653
H 0.105 6.026 -2.981
H -0.040 5.606 -1.251
H -2.160 6.460 -1.497
H -2.651 4.926 -2.233
H -2.172 6.243 -3.321
H -2.988 3.441 0.359
H -0.448 5.028 1.077
H -2.192 5.753 0.845
H -1.283 3.621 3.016
H -0.120 2.580 3.843
H -2.633 0.253 2.582
H -3.274 1.943 2.195
H -4.028 -0.025 4.408
H -4.384 1.737 4.598
H -5.055 -0.607 1.543
H -5.301 -1.270 3.201
H -7.572 0.419 2.234
H -7.572 -1.083 3.192
H -9.297 -1.360 0.430
H -8.469 0.261 0.315
H -7.463 -0.191 -1.725
H -8.698 -1.542 -1.797
H -7.011 -1.837 -1.228
H 2.893 0.661 2.533
C 5.995 3.430 -5.124
C 4.740 2.662 -4.723
C 3.642 2.679 -5.801
O 2.915 3.895 -5.879
C 3.543 4.909 -6.642
N 4.249 3.185 -3.445
H 5.859 4.511 -5.071
H 6.819 3.181 -4.453
H 6.306 3.173 -6.139
H 5.034 1.619 -4.573
H 2.904 1.915 -5.539
H 4.040 2.401 -6.785
H 4.093 4.499 -7.494
H 4.208 5.506 -6.015
H 2.764 5.573 -7.020
H 3.468 2.611 -3.136
H 3.823 4.090 -3.634
C 4.264 -6.461 4.994
C 3.297 -5.470 4.355
C 2.138 -6.148 3.602
O 2.488 -6.678 2.333
C 3.081 -7.964 2.372
N 4.054 -4.562 3.487
H 4.922 -6.934 4.265
H 4.906 -5.950 5.714
H 3.726 -7.246 5.531
H 2.857 -4.879 5.163
H 1.379 -5.385 3.400
H 1.651 -6.914 4.219
H 2.662 -8.585 3.169
H 4.164 -7.884 2.484
H 2.886 -8.451 1.415
H 3.427 -3.842 3.134
H 4.316 -5.084 2.653
*
```

Results of the Löwdin charge analysis, in e, for atoms 1 through 6: atom 1 (C): 0.086, atom 2 (C): -0.129, atom 3 (C): -0.132, atom 4 (C): -0.110, atom 5 (C): -0.154, atom 6 (P): 0.768

Record 3
DFT (ωB97M-V/def2-TZVPD) results for a structure of composition C35H53N8ORu in a non-equilibrium geometry.

Frontier orbital gap (alpha / beta) = 0.2411 / 0.2613 Eh
E_tot = -53692.9966 eV
LUMO energy (alpha / beta) = -0.2303 / -0.2104 Eh
HOMO (alpha / beta) = -12.83 / -12.83 eV
Molar mass = 702.9 g/mol

ORCA input file:
```
! RIJCOSX wB97M-V def2-TZVPD def2/J DEFGRID3
* xyz 2 2
Ru 0.303 -0.995 0.559
C 0.022 -4.798 -0.078
C 0.265 -4.450 1.385
N -0.163 -3.110 1.793
C -0.051 -2.951 3.250
C -0.423 -1.544 3.663
N 0.271 -0.536 2.858
C 1.489 0.042 3.441
C 2.646 -0.927 3.642
C 3.026 -1.790 2.442
N 2.809 -1.150 1.137
C 3.517 -1.874 0.079
C 2.750 -3.109 -0.330
N 1.388 -2.733 -0.728
C 0.566 -3.864 -1.179
H -1.054 -4.909 -0.232
H 0.444 -5.793 -0.217
H 1.319 -4.557 1.642
H -0.268 -5.201 1.979
H -1.146 -2.990 1.552
H 0.967 -3.187 3.553
H -0.707 -3.655 3.774
H -0.213 -1.410 4.729
H -1.490 -1.405 3.504
H -0.385 0.227 2.707
H 1.263 0.486 4.417
H 1.803 0.850 2.780
H 2.439 -1.591 4.484
H 3.501 -0.314 3.933
H 2.458 -2.717 2.439
H 4.083 -2.061 2.556
H 3.180 -0.202 1.174
H 4.524 -2.162 0.399
H 3.618 -1.216 -0.779
H 2.703 -3.816 0.495
H 3.271 -3.604 -1.156
H 1.475 -2.104 -1.524
H 1.147 -4.466 -1.884
H -0.271 -3.441 -1.731
C 1.152 5.390 -2.554
C 0.498 4.566 -3.629
C 0.118 5.130 -4.840
C -0.489 4.375 -5.831
C -0.706 3.022 -5.628
C -0.333 2.433 -4.432
C 0.248 3.204 -3.425
N 0.665 2.638 -2.192
C 0.133 1.582 -1.518
N -1.150 1.304 -1.805
C -1.904 0.174 -1.493
C -1.350 -0.958 -0.903
C -2.166 -2.071 -0.726
C -3.499 -2.064 -1.098
C -4.046 -0.905 -1.627
C -3.268 0.224 -1.836
C -3.875 1.479 -2.407
N 0.815 0.960 -0.593
C 2.155 1.389 -0.384
C 3.165 0.986 -1.258
C 4.479 1.365 -1.039
C 4.793 2.167 0.050
C 3.784 2.604 0.895
C 2.454 2.242 0.688
C 1.357 2.799 1.557
H 1.200 6.434 -2.852
H 2.177 5.055 -2.364
H 0.595 5.324 -1.616
H 0.296 6.186 -5.003
H -0.781 4.838 -6.764
H -1.152 2.417 -6.406
H -0.453 1.365 -4.298
H 1.512 3.019 -1.801
H -1.603 1.979 -2.403
H -1.757 -2.987 -0.315
H -4.107 -2.951 -0.977
H -5.094 -0.883 -1.901
H -4.954 1.372 -2.483
H -3.499 1.686 -3.414
H -3.668 2.347 -1.776
H 2.894 0.381 -2.117
H 5.255 1.035 -1.718
H 5.817 2.465 0.225
H 4.023 3.259 1.724
H 1.706 2.954 2.578
H 0.486 2.144 1.561
H 1.035 3.773 1.181
C -4.462 -1.511 2.565
N -4.354 -0.119 2.156
C -5.556 0.706 2.204
C -3.196 0.374 1.736
O -2.131 -0.254 1.680
H -5.440 -1.897 2.285
H -4.339 -1.612 3.646
H -3.690 -2.089 2.062
H -6.240 0.302 2.946
H -6.061 0.722 1.236
H -5.309 1.727 2.489
H -3.253 1.428 1.431
*
```

Results of the Löwdin charge analysis, in e, for atoms 1 through 6: atom 1 (Ru): 1.287, atom 2 (C): -0.143, atom 3 (C): -0.204, atom 4 (N): -0.079, atom 5 (C): -0.184, atom 6 (C): -0.172

Record 4
DFT (ωB97M-V/def2-TZVPD) results for a structure of composition C35H53NOP3Re in a non-equilibrium geometry.

Frontier orbital gap (alpha / beta) = 0.2971 / 0.1735 Eh
E_tot = -70661.2940 eV
LUMO energy (alpha / beta) = -0.3271 / -0.4624 Eh
HOMO (alpha / beta) = -16.99 / -17.30 eV
Molar mass = 782.9 g/mol

ORCA input file:
```
! RIJCOSX wB97M-V def2-TZVPD def2/J DEFGRID3
* xyz 3 4
Re -0.958 -0.830 -0.020
P -1.167 -1.237 -2.335
P -1.025 -1.300 2.233
N -2.322 -2.353 -0.031
C -2.237 -2.719 -2.476
H -2.872 -2.675 -3.372
H -1.590 -3.606 -2.538
C -3.069 -2.792 -1.216
H -4.023 -2.234 -1.322
H -3.352 -3.842 -1.036
C -3.009 -2.823 1.176
H -3.297 -3.869 0.981
H -3.960 -2.274 1.342
C -2.115 -2.777 2.395
H -1.474 -3.671 2.406
H -2.706 -2.757 3.321
C -2.059 -0.094 3.230
C -1.550 1.320 2.999
H -2.272 2.032 3.424
H -1.450 1.552 1.932
H -0.576 1.488 3.480
C 0.510 -1.838 3.122
C 1.406 -0.621 3.320
H 2.427 -0.946 3.563
H 1.051 0.045 4.125
H 1.462 -0.041 2.391
C 0.319 -1.727 -3.307
C 1.139 -0.464 -3.540
H 2.169 -0.762 -3.764
H 1.170 0.163 -2.637
H 0.757 0.136 -4.384
C -2.234 -0.041 -3.305
C -1.726 1.369 -3.075
H -2.454 2.087 -3.474
H -0.749 1.560 -3.540
H -1.627 1.582 -2.009
C -2.549 0.253 -0.006
O -3.644 0.694 0.015
C 0.315 -2.618 4.430
H -0.070 -1.978 5.235
H -0.340 -3.488 4.304
H 1.306 -2.982 4.732
C 0.088 -2.507 -4.616
H 1.074 -2.854 -4.951
H -0.552 -3.390 -4.486
H -0.331 -1.865 -5.404
C -2.415 -0.308 -4.800
H -3.181 0.397 -5.152
H -1.496 -0.108 -5.370
H -2.773 -1.321 -5.027
C -2.169 -0.387 4.724
H -1.220 -0.200 5.247
H -2.912 0.309 5.134
H -2.513 -1.405 4.945
H -3.068 -0.189 2.779
H -3.220 -0.149 -2.806
H 0.983 -2.516 2.384
H 0.860 -2.385 -2.598
H 0.494 -3.590 -0.427
H 0.914 -2.965 -0.274
C 3.212 3.844 3.036
C 1.819 3.886 2.912
C 1.153 2.987 2.079
C 1.836 1.971 1.371
C 3.239 1.944 1.519
C 3.914 2.873 2.323
P 0.825 0.884 0.123
C 0.268 2.481 -0.695
C -0.996 3.024 -0.348
C -1.376 4.305 -0.767
C -0.515 5.075 -1.542
C 0.736 4.552 -1.884
C 1.139 3.277 -1.462
C 2.389 0.007 -0.476
C 3.297 0.534 -1.421
C 4.502 -0.129 -1.696
C 4.834 -1.313 -1.034
C 3.950 -1.838 -0.087
C 2.733 -1.194 0.184
H 3.738 4.584 3.640
H 1.253 4.659 3.436
H 0.083 3.140 1.928
H 3.863 1.233 0.972
H 5.004 2.864 2.355
H -1.723 2.452 0.230
H -2.348 4.700 -0.462
H -0.808 6.086 -1.849
H 1.426 5.162 -2.471
H 2.144 2.940 -1.698
H 3.084 1.450 -1.963
H 5.186 0.290 -2.438
H 5.781 -1.827 -1.249
H 4.197 -2.759 0.448
H 2.045 -1.636 0.917
*
```

Results of the Löwdin charge analysis, in e, for atoms 1 through 6: atom 1 (Re): 0.818, atom 2 (P): 0.929, atom 3 (P): 0.911, atom 4 (N): -0.223, atom 5 (C): -0.279, atom 6 (H): 0.106

Record 5
DFT (ωB97M-V/def2-TZVPD) results for a structure of composition C35H54BN5O2Sb2Ti.

Frontier orbital gap (alpha / beta) = 0.2736 / 0.2755 Eh
E_tot = -85578.4241 eV
LUMO energy (alpha / beta) = -0.0926 / -0.0907 Eh
HOMO (alpha / beta) = -9.96 / -9.96 eV
Molar mass = 879.0 g/mol

ORCA input file:
```
! RIJCOSX wB97M-V def2-TZVPD def2/J DEFGRID3
* xyz 1 2
Ti 0.420 -0.613 0.852
C 1.605 1.192 -3.116
N 2.489 0.434 -2.236
C 3.780 1.116 -2.200
C 2.651 -0.942 -2.720
C 1.799 -1.998 -2.024
N 2.023 -2.152 -0.557
C 3.471 -2.088 -0.288
C 1.619 -3.532 -0.203
H 2.085 1.401 -4.084
H 1.329 2.142 -2.652
H 0.699 0.628 -3.316
H 4.244 1.170 -3.195
H 4.473 0.613 -1.524
H 3.643 2.139 -1.842
H 3.699 -1.223 -2.627
H 2.427 -1.007 -3.794
H 2.047 -2.949 -2.516
H 0.734 -1.824 -2.185
H 4.010 -2.773 -0.955
H 3.665 -2.400 0.736
H 3.849 -1.080 -0.427
H 1.616 -3.653 0.882
H 2.328 -4.253 -0.629
H 0.633 -3.753 -0.593
C 1.712 4.602 0.554
Sb 0.153 3.150 0.253
C -1.125 3.882 1.806
C -0.780 4.213 -1.397
C -2.262 4.001 -1.454
C -3.087 4.882 -0.751
C -4.464 4.752 -0.751
C -5.050 3.729 -1.482
C -4.248 2.858 -2.196
C -2.854 2.962 -2.192
C -2.065 1.970 -2.992
Sb -1.515 0.162 -1.895
C -1.512 -1.070 -3.660
C -3.511 -0.270 -1.261
H 1.291 5.606 0.602
H 2.430 4.562 -0.266
H 2.236 4.391 1.486
H -1.192 4.969 1.782
H -0.717 3.574 2.769
H -2.121 3.456 1.694
H -0.277 3.906 -2.313
H -0.555 5.268 -1.237
H -2.631 5.700 -0.206
H -5.075 5.455 -0.200
H -6.127 3.620 -1.508
H -4.709 2.076 -2.788
H -1.155 2.396 -3.416
H -2.669 1.609 -3.825
H -2.312 -0.758 -4.331
H -1.678 -2.101 -3.353
H -0.564 -1.010 -4.194
H -4.140 -0.501 -2.120
H -3.918 0.600 -0.747
H -3.517 -1.117 -0.577
C -1.366 0.250 1.589
H -1.014 1.051 2.259
H -1.949 -0.440 2.201
H -2.042 0.711 0.868
N 3.418 -1.671 3.000
C 3.603 -0.420 2.479
C 4.739 0.309 2.866
C 5.019 1.503 2.253
C 4.175 1.953 1.240
C 3.072 1.193 0.939
N 2.735 0.045 1.563
H 3.955 -1.922 3.812
H 2.517 -2.105 2.915
H 5.390 -0.096 3.630
H 5.894 2.071 2.541
H 4.372 2.866 0.697
H 2.409 1.479 0.136
C 0.324 -1.823 5.744
C 0.677 -0.558 5.300
C 0.742 -0.327 3.940
N 0.482 -1.266 3.026
C 0.121 -2.481 3.460
C 0.042 -2.799 4.803
H 0.265 -2.041 6.802
H 0.895 0.241 5.994
H 1.018 0.647 3.555
H -0.124 -3.206 2.696
H -0.250 -3.797 5.101
O -1.977 -2.908 1.264
B -1.121 -2.277 0.345
O -1.440 -2.769 -0.943
C -2.478 -3.662 -0.792
C -3.144 -4.386 -1.755
C -4.173 -5.214 -1.310
C -4.503 -5.296 0.039
C -3.818 -4.556 1.001
C -2.804 -3.745 0.548
H -2.881 -4.315 -2.802
H -4.727 -5.802 -2.028
H -5.311 -5.946 0.348
H -4.073 -4.609 2.051
*
```

Results of the Löwdin charge analysis, in e, for atoms 1 through 6: atom 1 (Ti): 0.795, atom 2 (C): -0.120, atom 3 (N): -0.242, atom 4 (C): -0.106, atom 5 (C): -0.191, atom 6 (C): -0.169